Record 1
This record from the OMol25 dataset describes a structure of composition C22H11Br2F5MoN6OSe. The level of theory is ωB97M-V/def2-TZVPD.

Results
Orbital gap (alpha / beta) = 5.602 / 6.102 eV
2S+1 = 3
Highest occupied orbital energy (alpha / beta) = -14.0 / -14.2 eV
Charge = +2

```
49
C22H11Br2F5MoN6OSe | the OMol25 dataset | ωB97M-V/def2-TZVPD
Mo 0.26 -0.25 0.06
N 3.58 1.75 2.06
C 2.66 0.79 2.12
N 1.93 0.85 1.01
C 2.48 1.89 0.31
N 3.48 2.46 0.91
C 1.92 2.20 -1.01
C 2.32 3.24 -1.82
N 1.77 3.44 -3.01
C 0.82 2.60 -3.39
C 0.40 1.54 -2.59
N 0.95 1.35 -1.39
H 4.29 1.97 2.73
H 2.54 0.10 2.93
H 3.10 3.92 -1.50
H 0.38 2.75 -4.37
H -0.36 0.84 -2.91
C -0.73 2.09 2.42
C -1.82 1.65 1.50
C -3.12 2.15 1.64
C -4.12 1.78 0.79
C -3.86 0.87 -0.25
C -4.80 0.42 -1.23
Br -6.56 1.04 -1.18
C -4.42 -0.45 -2.21
C -3.09 -0.94 -2.27
Br -2.59 -2.12 -3.62
C -2.18 -0.55 -1.32
O -0.89 -0.95 -1.28
C -2.55 0.38 -0.33
N -1.54 0.77 0.52
H -1.13 2.80 3.15
H 0.07 2.58 1.87
H -0.31 1.24 2.97
H -3.31 2.85 2.44
H -5.12 2.19 0.90
H -5.13 -0.78 -2.95
F 3.76 -5.93 -0.37
C 2.95 -5.03 0.14
C 2.85 -3.78 -0.46
F 3.57 -3.47 -1.53
C 1.99 -2.87 0.10
F 1.91 -1.61 -0.49
C 1.21 -3.12 1.22
Se 0.02 -1.80 1.91
C 1.33 -4.37 1.80
F 0.62 -4.67 2.87
C 2.19 -5.32 1.27
F 2.29 -6.51 1.83
```

=====

Record 2
This record from the OMol25 dataset describes a structure of composition C10H20N2O4 at a distorted geometry. The level of theory is ωB97M-V/def2-TZVPD.

Results
Orbital gap = 8.248 eV
Highest occupied orbital energy = -9.0 eV
Charge = 0

```
36
C10H20N2O4 | the OMol25 dataset | ωB97M-V/def2-TZVPD
C -2.46 -0.61 -0.80
C -1.19 0.20 -0.30
C -3.61 -0.02 0.09
C -3.77 -0.77 1.41
C 1.03 0.09 0.20
C 1.55 1.42 -0.17
C 1.96 -1.07 0.27
C 2.56 -1.21 -1.24
C 2.99 -1.18 1.57
C 4.37 -0.47 0.67
H -2.58 -2.44 -1.81
H -2.36 -2.34 0.01
H -2.66 -0.22 -1.72
H -4.71 -0.22 -0.33
H -2.68 1.79 0.52
H -2.55 -0.96 2.17
H -4.55 0.26 1.85
H -4.72 -1.99 1.25
H 0.10 -1.19 -1.16
H 0.55 0.27 1.16
H 1.22 -1.83 0.56
H 2.77 -0.14 -1.65
H 1.91 -1.81 -2.03
H 3.43 -1.96 -0.89
H 2.62 -0.55 2.40
H 3.47 -2.21 2.04
H 5.35 -1.88 0.55
H 4.72 0.74 2.01
H 3.72 0.22 -0.95
H 0.89 0.97 -2.05
N -2.08 -1.98 -0.90
N 0.13 -0.19 -0.81
O -1.29 0.98 0.68
O -3.54 1.53 0.27
O 2.15 2.27 0.51
O 1.32 1.77 -1.47
```

=====

Record 3
This record from the OMol25 dataset describes a structure of composition C10H22BrO4Ti at a distorted geometry. The level of theory is ωB97M-V/def2-TZVPD.

Results
Orbital gap (alpha / beta) = 3.352 / 4.773 eV
2S+1 = 4
Highest occupied orbital energy (alpha / beta) = 1.3 / -0.2 eV
Charge = -2

```
38
C10H22BrO4Ti | the OMol25 dataset | ωB97M-V/def2-TZVPD
Ti 1.69 0.64 -0.71
C 0.35 3.14 -0.93
C 1.42 4.15 -0.58
O 2.67 3.65 -0.57
H 0.32 2.27 -0.25
H 0.43 2.71 -1.94
H -0.66 3.58 -0.97
H 1.18 4.61 0.41
H 1.33 4.92 -1.40
C 0.81 1.31 2.89
C 1.89 0.50 2.15
O 2.81 1.27 1.50
H -0.05 0.67 3.13
H 0.54 2.12 2.22
H 1.09 1.77 3.85
H 1.23 -0.05 1.40
H 2.34 -0.32 2.75
Br 2.94 0.00 -3.16
C 0.64 -3.57 0.72
C 0.69 -2.90 -0.64
O 1.21 -1.72 -0.83
C 0.21 -3.70 -1.82
H 0.48 -4.64 0.52
H -0.26 -3.24 1.27
H 1.54 -3.37 1.31
H 0.05 -2.96 -2.61
H -0.72 -4.26 -1.60
H 0.91 -4.47 -2.21
C -3.21 0.93 -0.03
C -2.16 0.00 -0.59
O -1.07 0.42 -0.88
C -2.50 -1.46 -0.69
H -3.50 0.46 0.92
H -4.13 1.04 -0.60
H -2.85 1.94 0.15
H -3.04 -1.56 -1.63
H -3.02 -1.83 0.19
H -1.58 -2.05 -0.76
```

=====

Record 4
This record from the OMol25 dataset describes a structure of composition C26H26IrN5O at a distorted geometry. The level of theory is ωB97M-V/def2-TZVPD.

Results
Orbital gap (alpha / beta) = 5.182 / 6.346 eV
2S+1 = 2
Highest occupied orbital energy (alpha / beta) = -9.6 / -10.5 eV
Charge = +1

```
59
C26H26IrN5O | the OMol25 dataset | ωB97M-V/def2-TZVPD
Ir -0.30 -0.90 0.11
C 0.79 2.14 -4.35
C 1.86 2.23 -3.47
C 2.04 1.27 -2.49
C 1.12 0.22 -2.35
C 0.04 0.15 -3.24
C -0.11 1.09 -4.23
N 1.23 -0.70 -1.31
C 2.42 -1.27 -1.01
C 3.47 -1.42 -1.94
C 4.60 -2.12 -1.59
C 4.73 -2.69 -0.32
C 3.73 -2.55 0.62
C 2.57 -1.82 0.29
N 1.54 -1.61 1.15
N 1.76 -1.90 2.39
C 0.84 -1.95 3.34
C 1.26 -2.45 4.60
C 0.35 -2.79 5.55
C -1.02 -2.66 5.27
C -1.40 -2.06 4.11
N -0.50 -1.63 3.19
H 0.67 2.88 -5.13
H 2.57 3.04 -3.55
H 2.86 1.33 -1.79
H -0.65 -0.69 -3.15
H -0.94 1.02 -4.92
H 3.36 -1.01 -2.93
H 5.39 -2.24 -2.32
H 5.61 -3.26 -0.07
H 3.81 -2.98 1.60
H 2.32 -2.59 4.73
H 0.68 -3.18 6.51
H -1.77 -3.00 5.97
H -2.44 -1.87 3.88
C -3.28 -0.04 2.24
O -2.26 -0.95 1.83
C -0.92 -0.68 2.17
C -0.60 0.72 2.66
H -3.19 0.23 3.29
H -4.23 -0.56 2.07
H -3.26 0.87 1.63
H -1.03 1.48 2.01
H 0.48 0.85 2.67
H -0.96 0.88 3.68
C -3.16 3.68 -3.26
C -2.57 2.71 -2.28
C -1.42 3.00 -1.56
C -0.90 2.07 -0.69
N -1.47 0.87 -0.49
C -2.59 0.59 -1.17
C -3.16 1.47 -2.06
H -2.60 4.62 -3.27
H -4.20 3.89 -3.01
H -3.14 3.25 -4.26
H -0.93 3.96 -1.67
H 0.00 2.27 -0.12
H -3.05 -0.37 -0.96
H -4.07 1.19 -2.59
```

=====

Record 5
This record from the OMol25 dataset describes an isolated molecule of C12H26N6O3 at a distorted geometry. The level of theory is ωB97M-V/def2-TZVPD.

Results
Orbital gap = 8.915 eV
Highest occupied orbital energy = -8.8 eV
Charge = 0
SMILES = [H]/N=C(/N)NCCC[C@H](NC(=O)[C@@H](N)CCCCN)C(=O)O

```
47
C12H26N6O3 | the OMol25 dataset | ωB97M-V/def2-TZVPD
C 2.00 1.10 -0.64
C 0.77 1.78 0.09
C 1.99 -0.44 -0.30
C 2.86 -1.22 -1.09
C 4.31 -0.98 -0.73
C 4.40 -1.17 0.67
C -1.77 2.38 -0.46
C -1.90 3.96 -0.29
C -2.61 1.65 0.80
C -2.44 0.14 0.87
C -3.07 -0.50 -0.36
C -4.04 -2.79 -0.19
H 3.00 1.92 0.83
H 3.42 2.61 -0.48
H 1.90 1.38 -1.72
H 2.23 -0.64 0.75
H 0.88 -0.93 -0.61
H 2.39 -2.23 -1.01
H 2.72 -0.81 -2.17
H 5.21 -1.73 -1.28
H 4.38 0.09 -0.93
H 3.50 -0.55 1.30
H 5.38 -0.77 1.24
H 3.25 -3.15 0.73
H 4.48 -3.02 1.85
H 0.01 1.78 -1.58
H -2.23 2.17 -1.40
H -2.33 2.18 1.79
H -3.57 2.10 0.89
H -2.96 -0.06 1.88
H -1.35 -0.13 0.97
H -4.24 -0.55 -0.44
H -2.48 -0.32 -1.17
H -1.95 -2.44 -0.34
H -3.78 -3.92 -1.72
H -4.56 -1.64 1.58
H -5.68 -2.95 0.88
H -0.23 4.21 1.05
N 3.22 1.64 -0.16
N 4.33 -2.84 0.76
N -0.41 1.86 -0.59
N -2.97 -1.98 -0.29
N -4.38 -3.91 -0.79
N -4.90 -2.34 0.85
O 0.82 1.88 1.40
O -2.79 4.49 -0.82
O -0.79 4.67 0.38
```

=====

Record 6
This record from the OMol25 dataset describes an isolated molecule of C3H6N4 at a distorted geometry. The level of theory is ωB97M-V/def2-TZVPD.

Results
Orbital gap = 9.171 eV
Highest occupied orbital energy = -8.3 eV
Charge = 0
SMILES = C1=NNC=NNC1

```
13
C3H6N4 | the OMol25 dataset | ωB97M-V/def2-TZVPD
C -0.46 1.22 0.32
C 1.27 -1.04 -0.05
C -1.53 0.18 -0.20
H -0.85 2.30 0.18
H -0.03 0.90 1.41
H 1.22 1.96 -0.51
H 1.93 -1.88 0.27
H -0.11 -2.51 -0.25
H -2.59 0.32 -0.19
N 0.76 0.99 -0.59
N 1.71 0.15 -0.10
N 0.01 -1.58 0.06
N -1.32 -1.01 -0.35
```

=====

Record 7
This record from the OMol25 dataset describes a cluster of 2 separate species, C9H14 in total at a distorted geometry. The level of theory is ωB97M-V/def2-TZVPD.

Results
Orbital gap = 10.090 eV
Highest occupied orbital energy = -9.0 eV
Charge = 0
SMILES = Cc1ccccc1.CC

```
23
C9H14 | the OMol25 dataset | ωB97M-V/def2-TZVPD
C -2.37 -0.12 -0.32
C 0.48 -1.36 1.89
C -0.59 -1.27 1.03
C 1.06 -0.14 2.25
C -1.23 -0.10 0.65
C 0.50 1.08 1.89
C -0.69 1.06 1.19
H 0.98 -2.23 2.28
H -0.93 -2.23 0.62
H 2.03 -0.14 2.73
H 1.01 2.00 2.13
H -1.97 0.23 -1.27
H -3.16 0.53 -0.03
H -1.16 2.01 0.99
H -2.79 -1.10 -0.56
C 1.22 -0.52 -1.78
C 1.00 0.96 -2.15
H 0.68 -0.77 -0.86
H 0.74 -1.15 -2.51
H 2.27 -0.69 -1.51
H 1.28 1.09 -3.19
H -0.02 1.23 -1.89
H 1.65 1.62 -1.60
```

=====

Record 8
This record from the OMol25 dataset describes an isolated molecule of C4H12N2O at a distorted geometry. The level of theory is ωB97M-V/def2-TZVPD.

Results
Orbital gap = 10.255 eV
Highest occupied orbital energy = -9.4 eV
Charge = 0
SMILES = NC[C@H](N)CCO

```
19
C4H12N2O | the OMol25 dataset | ωB97M-V/def2-TZVPD
N 1.82 0.14 -0.84
C 0.49 -0.23 -0.22
C -0.65 0.31 -1.06
C -2.06 0.12 -0.49
O -2.28 -1.36 -0.14
C 0.55 0.31 1.18
N 1.73 0.20 1.95
H 1.67 0.03 -1.84
H 1.78 1.12 -0.92
H 0.35 -1.37 -0.12
H -0.64 -0.35 -1.97
H -0.41 1.34 -1.42
H -2.72 0.26 -1.35
H -2.31 0.59 0.45
H -1.56 -1.74 0.37
H -0.30 -0.20 1.69
H 0.21 1.30 1.07
H 2.53 0.14 1.28
H 1.80 -0.62 2.40
```

=====

Number 1: E -254840.95649 eV. Number 2: E -21845.66341 eV. Number 3: E -112070.73259 eV. Number 4: E -39712.25480 eV. Number 5: E -27942.41150 eV. Number 6: E -9164.77007 eV. Number 7: E -9559.61636 eV. Number 8: E -9368.90011 eV.